# 1
The molecule C6H4ClFN2, computed with the ωB97M-V functional and the def2-TZVPD basis.

* E_LUMO (spin up / spin down): -1.037 / -1.813 eV
* energy: -900.387478 Eh
* energy relative to the best compared isomer or geometry (same formula, charge and spin): 87.30 kcal/mol
* HOMO level (spin up / spin down): -8.6 / -9.6 eV
* orbital gap (spin up / spin down): 0.27838 / 0.28714 Eh
* spin multiplicity: 1

Each line ends with the Löwdin charge.
Positions of all 14 atoms, in Å:
C -0.8001 -1.2975 1.1945  -0.355
C -0.3191 1.7373 0.8278  0.211
C 0.4005 -0.6143 -1.3678  -0.107
C 0.5763 1.4385 -0.0594  -0.342
C 1.2389 -0.0191 -0.3248  -0.079
C -1.4058 -0.9174 0.0584  -0.777
N -0.3220 -1.6309 2.1800  0.209
N -0.8171 -0.9350 -1.1295  0.089
F 1.0104 2.2261 -1.0834  0.035
Cl -3.0768 -0.6641 0.3027  0.759
H -0.8062 1.5220 1.7995  0.079
H 0.8178 -0.4994 -2.3134  0.104
H 1.2151 -0.6133 0.4793  0.038
H 2.2881 0.2671 -0.5638  0.137

Cartesian forces, eV/Å:
C 0.84 -0.66 2.00
C -0.02 0.23 0.77
C 0.17 0.80 1.48
C 0.48 -1.88 -0.23
C 0.51 4.18 -1.67
C -0.62 0.40 -1.88
N 0.67 -0.47 1.18
N -1.13 0.04 -1.29
F -0.38 0.15 0.54
Cl -0.40 0.12 -0.66
H 0.54 0.12 -1.24
H -0.07 -0.66 -2.09
H 0.17 -1.70 3.39
H -0.76 -0.67 -0.30

***

# 2
The molecule C6H4F2O, computed with the ωB97M-V functional and the def2-TZVPD basis.

* E_LUMO: 0.721 eV
* energy: -505.956367 Eh
* energy relative to the best compared isomer or geometry (same formula, charge and spin): 30.54 kcal/mol
* HOMO level: -9.2 eV
* orbital gap: 0.36438 Eh
* spin multiplicity: 1
* structure (SMILES): Oc1cc(F)ccc1F

Each line ends with the Löwdin charge.
Positions of all 13 atoms, in Å:
O 0.4446 1.0211 -2.0325  0.044
C 0.0603 0.5026 -0.8418  -0.305
C 0.0786 1.2843 0.2710  0.072
C 0.1258 0.5104 1.4476  -0.262
F 0.2223 1.2029 2.6620  0.012
C -0.2701 -0.7609 1.4934  -0.057
C -0.4922 -1.5146 0.3392  0.005
C -0.1360 -0.8903 -0.8448  -0.136
F -0.0994 -1.4170 -2.1748  0.003
H 0.0838 0.2690 -2.6792  0.164
H 0.2972 2.4227 0.4241  0.177
H -0.2570 -1.2251 2.5277  0.151
H -0.9850 -2.4977 0.4151  0.132

Cartesian forces, eV/Å:
O -1.96 -1.99 -2.20
C 1.48 0.18 -1.80
C 1.43 1.30 2.79
C -1.31 3.50 0.69
F 0.29 -0.87 -1.46
C 0.24 -2.74 2.27
C -0.06 -0.62 -0.94
C -0.93 0.17 -0.27
F -0.46 0.01 2.41
H 1.48 2.61 1.28
H -0.49 -2.38 -1.05
H -0.52 0.42 -1.50
H 0.80 0.42 -0.22

***

# 3
The molecule C6H4F2O2, computed with the ωB97M-V functional and the def2-TZVPD basis.

* E_LUMO: 0.742 eV
* energy: -581.244670 Eh
* energy relative to the best compared isomer or geometry (same formula, charge and spin): 1.63 kcal/mol
* HOMO level: -8.6 eV
* orbital gap: 0.34423 Eh
* spin multiplicity: 1
* structure (SMILES): Oc1cc(O)c(F)cc1F

Each line ends with the Löwdin charge.
Positions of all 14 atoms, in Å:
O -1.8959 -0.9950 1.6565  0.086
C -0.9251 -0.4798 0.8648  -0.257
C -1.1168 -0.3678 -0.5055  0.072
C -0.1262 0.1527 -1.3243  -0.258
O -0.3378 0.2883 -2.6584  0.079
C 1.0853 0.5434 -0.7548  -0.214
F 2.0149 1.0801 -1.5829  0.062
C 1.3114 0.4377 0.6023  0.070
C 0.3019 -0.0569 1.3941  -0.203
F 0.5105 -0.2281 2.7354  0.050
H -1.5322 -1.0012 2.5550  0.112
H -2.0529 -0.7150 -0.9407  0.143
H 0.4783 0.6484 -3.0528  0.117
H 2.2846 0.6932 1.0113  0.140

Cartesian forces, eV/Å:
O 0.25 0.04 0.25
C 0.72 0.35 -0.11
C -0.38 -0.20 -0.07
C 0.37 0.16 0.18
O 0.37 0.10 -0.15
C -0.63 -0.02 0.11
F 0.10 -0.10 0.06
C 0.43 0.03 -0.16
C -0.31 -0.41 0.05
F -0.17 0.10 -0.37
H -0.28 -0.10 -0.05
H 0.21 0.16 0.08
H -0.46 -0.17 0.13
H -0.23 0.06 0.04

***

# 4
The molecule C6H4N2, computed with the ωB97M-V functional and the def2-TZVPD basis.

* E_LUMO: -0.238 eV
* energy: -340.403936 Eh
* energy relative to the best compared isomer or geometry (same formula, charge and spin): 72.65 kcal/mol
* HOMO level: -9.1 eV
* orbital gap: 0.32439 Eh
* spin multiplicity: 1
* structure (SMILES): C#Cc1cncnc1

Each line ends with the Löwdin charge.
Positions of all 12 atoms, in Å:
C -2.9099 0.0373 -0.1612  0.196
C -1.6790 -0.1635 0.0198  -0.171
C -0.4309 -0.0858 0.1095  -0.282
C 0.1044 1.1931 -0.0143  -0.030
N 1.4678 1.2601 0.0134  0.080
C 2.2400 0.1512 -0.0416  -0.247
N 1.8229 -1.0585 -0.1702  0.072
C 0.5109 -1.2307 0.1048  0.010
H -3.9065 -0.2181 -0.0960  0.005
H -0.5657 2.0462 0.1113  0.131
H 3.3689 0.2105 -0.1477  0.128
H -0.0228 -2.1420 0.2720  0.109

Cartesian forces, eV/Å:
C 5.84 -1.31 0.98
C -14.62 -0.09 -1.05
C 10.63 -0.87 -0.08
C 3.44 -1.42 1.26
N -0.36 0.93 0.05
C 0.88 2.81 -1.31
N -2.80 -3.22 1.74
C -1.14 3.24 -0.96
H -1.64 0.06 -0.14
H 0.66 0.14 -0.53
H -1.53 0.75 0.33
H 0.64 -1.03 -0.28